One molecule with the formula C5H6O2. Source: the Open Molecules 2025 dataset; level of theory: the ωB97M-V functional and the def2-TZVPD basis.

Positions of all 13 atoms, in Å:
C (-0.48291, 1.67667, 0.27274)
C (-0.13157, 0.23405, 0.23774)
O (-0.61603, -0.65590, 1.26136)
C (0.03206, -1.56396, 0.34875)
C (-0.29263, -0.76921, -0.93762)
O (1.08454, -0.58819, -1.38450)
C (1.20233, -0.53107, 0.03858)
H (-0.04187, 2.17075, 1.14067)
H (-1.57200, 1.76633, 0.32472)
H (-0.13034, 2.15567, -0.64515)
H (-0.16969, -2.61647, 0.57122)
H (-1.02100, -0.93649, -1.73116)
H (2.17496, -0.34698, 0.50068)

The molar mass is 98.10 u. The value obtained for the energy above the lowest of the compared OMol25 structures with the same formula, charge and spin is 438.3 kJ/mol. The total energy is -9372.5533 eV.

Atom charges from the natural (NBO) analysis, given in e for atoms 1 to 4:
1. C -0.642
2. C 0.237
3. O -0.526
4. C 0.049

***

An isolated ion of composition C5H13NS and charge +1 in a non-equilibrium geometry. Source: the Open Molecules 2025 dataset; level of theory: the ωB97M-V functional and the def2-TZVPD basis.

Positions of all 20 atoms, in Å:
C (-1.07361, -0.50915, -0.83908)
C (-1.10321, 0.93857, -0.35655)
C (0.26874, 1.59605, -0.10321)
S (1.37420, 1.52168, -1.57539)
C (-0.72169, -1.60182, 0.19976)
N (-0.48119, -1.12748, 1.52219)
C (0.23511, -1.98564, 2.44658)
H (-1.98493, -0.78632, -1.35780)
H (-0.28554, -0.56993, -1.57868)
H (-1.49444, 1.46253, -1.22427)
H (-1.73545, 1.09092, 0.51987)
H (0.85804, 1.10130, 0.66986)
H (0.13520, 2.61444, 0.18123)
H (2.25557, 0.68728, -1.02725)
H (0.07287, -2.25196, -0.17218)
H (-1.61745, -2.23398, 0.33563)
H (-0.18730, -0.15029, 1.60035)
H (-0.15588, -2.98706, 2.34915)
H (1.29183, -2.04120, 2.16042)
H (0.11374, -1.64548, 3.47202)

The molar mass is 119.23 u. As for the multiplicity: 2. The value obtained for the energy above the lowest of the compared OMol25 structures with the same formula, charge and spin is 52.9 kJ/mol. As for the expectation value of S²: 0.75. As for the charge: +1. The total energy is -17712.2473 eV.

Atom charges from the natural (NBO) analysis, given in e for atoms 1 to 4:
1. C -0.429
2. C -0.442
3. C -0.508
4. S -0.001

***

C35H41N8V as an isolated structure. Source: the Open Molecules 2025 dataset; level of theory: the ωB97M-V functional and the def2-TZVPD basis.

Positions of all 85 atoms, in Å:
V (-1.02225, 0.21857, -1.38804)
C (-1.39049, 4.43517, -0.94512)
C (-1.51839, 3.29182, -0.16930)
C (-2.19055, 2.29384, -0.94454)
C (-2.47625, 2.88009, -2.20890)
C (-1.96367, 4.17562, -2.22949)
H (-0.94906, 5.36915, -0.62250)
H (-1.24739, 3.20348, 0.87441)
H (-2.79466, 1.50596, -0.49581)
H (-3.07042, 2.41669, -2.98667)
H (-2.06027, 4.88373, -3.04089)
C (0.92110, -2.58175, -1.72809)
N (-0.23728, -1.76229, -2.06390)
C (-1.09294, -2.31110, -2.88836)
C (-2.35405, -1.72340, -3.13532)
C (-3.45109, -2.12313, -3.91971)
C (-4.48781, -1.25887, -3.60273)
C (-3.99241, -0.37404, -2.62839)
N (-2.71794, -0.64995, -2.34067)
C (0.76478, -3.34997, -0.43072)
C (-0.46404, -3.48671, 0.19763)
C (-0.57222, -4.21355, 1.37870)
C (0.54651, -4.80928, 1.93542)
C (1.77824, -4.68880, 1.30102)
C (1.88495, -3.96460, 0.12605)
H (1.81808, -1.96154, -1.64603)
H (1.13560, -3.29459, -2.53408)
H (-0.84510, -3.25776, -3.37117)
H (-3.47446, -2.94460, -4.61898)
H (-5.48721, -1.26502, -4.00634)
H (-4.51394, 0.43580, -2.13887)
H (-1.34369, -3.04276, -0.25446)
H (-1.53672, -4.31910, 1.85973)
H (0.46210, -5.37441, 2.85431)
H (2.65386, -5.16496, 1.72273)
H (2.84763, -3.87721, -0.36746)
N (0.88433, 3.22528, -2.20975)
C (1.72524, 3.21502, -3.44619)
C (0.94029, 2.64069, -4.61396)
C (0.66964, 1.14120, -4.53017)
N (-0.42136, 0.83200, -3.58436)
C (1.93455, 0.36404, -4.17260)
C (2.71191, 0.92147, -2.97941)
N (1.97829, 0.69572, -1.70433)
C (2.99627, 2.41539, -3.17326)
H (-0.12444, 3.45840, -2.35759)
H (1.20487, 3.91749, -1.53534)
H (0.95649, 2.29357, -1.76418)
H (1.97459, 4.25221, -3.66867)
H (1.53282, 2.82507, -5.51283)
H (0.00182, 3.18690, -4.74229)
H (0.35985, 0.82624, -5.53128)
H (-0.73939, -0.10946, -3.81148)
H (-1.22397, 1.42931, -3.77983)
H (2.60607, 0.38186, -5.03441)
H (1.68156, -0.68660, -4.00032)
H (3.67298, 0.40138, -2.94482)
H (2.63787, 0.60860, -0.93786)
H (1.49541, -0.19411, -1.76892)
H (3.67141, 2.53983, -4.02121)
H (3.51898, 2.81877, -2.30031)
N (1.18517, 0.28680, 5.59362)
C (1.08852, -0.03664, 6.92839)
C (1.88727, 0.26029, 8.02896)
C (1.46870, -0.24271, 9.24343)
C (0.29793, -1.01271, 9.36182)
C (-0.48793, -1.30302, 8.26909)
C (-0.08167, -0.80497, 7.02902)
N (-0.66556, -0.94021, 5.78735)
C (0.10547, -0.28651, 4.96579)
C (-0.15135, -0.17812, 3.53273)
C (0.65140, 0.56765, 2.67088)
C (0.33586, 0.60615, 1.32706)
N (-0.70068, -0.05486, 0.80319)
C (-1.48499, -0.75304, 1.63552)
C (-1.25034, -0.83679, 2.98761)
H (1.92345, 0.81399, 5.16575)
H (2.78849, 0.85337, 7.94640)
H (2.05542, -0.03897, 10.12915)
H (0.01443, -1.38154, 10.33851)
H (-1.39027, -1.89349, 8.35162)
H (1.50690, 1.12666, 3.02369)
H (0.92771, 1.20254, 0.64058)
H (-2.32926, -1.25721, 1.18483)
H (-1.89933, -1.40748, 3.63688)

The molar mass is 624.71 u. As for the multiplicity: 4. The value obtained for the energy above the lowest of the compared OMol25 structures with the same formula, charge and spin is 166.2 kJ/mol. As for the expectation value of S²: 3.76. As for the charge: +1. The total energy is -74565.2511 eV.

Atom charges from the Mulliken analysis, given in e for atoms 1 to 4:
1. V 0.899
2. C -0.915
3. C -0.856
4. C 0.303

***

C42H46FGe2MoN2OS4SbSe5 as an isolated structure in a non-equilibrium geometry. Source: the Open Molecules 2025 dataset; level of theory: the ωB97M-V functional and the def2-TZVPD basis.

Positions of all 105 atoms, in Å:
Mo (0.55906, -1.11821, 0.26790)
O (6.88906, -3.35739, 2.91996)
C (5.89873, -3.04578, 2.33101)
S (4.39923, -3.97459, 2.40066)
C (3.45846, -2.89647, 1.37829)
C (4.07878, -1.81544, 0.85658)
S (3.36667, -0.66961, -0.18428)
S (5.76860, -1.61051, 1.31227)
S (1.79241, -3.33262, 1.13323)
Se (2.73815, -1.85932, -4.79903)
Sb (0.72294, -2.60095, -3.65751)
Se (-0.20691, -0.77568, -2.13749)
Se (1.36236, -3.03175, -0.92060)
Se (-0.87084, -2.42679, -5.48986)
C (0.58045, 2.99479, 2.91773)
N (1.96352, 2.77074, 2.62104)
C (2.34532, 1.65729, 1.82643)
Se (1.73467, -0.07546, 2.43645)
N (3.74661, 1.80069, 1.67674)
C (3.98361, 3.16549, 1.69522)
C (5.03525, 3.90107, 1.19793)
C (4.95709, 5.28379, 1.32153)
C (3.87561, 5.88815, 1.93703)
C (2.81025, 5.14573, 2.43936)
C (2.86717, 3.77651, 2.29677)
H (0.23104, 2.22251, 3.60805)
H (-0.04680, 2.96570, 2.01355)
H (0.46231, 3.96267, 3.39822)
H (4.21735, 1.20350, 1.00712)
H (5.86206, 3.42083, 0.69726)
H (5.74772, 5.89046, 0.90446)
H (3.84315, 6.96635, 2.01666)
H (1.96162, 5.63588, 2.89642)
C (-2.98564, 4.21182, -3.38523)
C (-2.17122, 4.00749, -2.11665)
C (-1.19661, 2.84323, -2.26704)
C (-0.43168, 2.60469, -0.98145)
Ge (0.85081, 1.04878, -1.00372)
C (2.28324, 1.34160, -2.42371)
C (3.25246, 2.48998, -2.19125)
C (2.66335, 3.85348, -2.54708)
C (3.74115, 4.85259, -2.94727)
H (-3.66978, 5.05041, -3.27027)
H (-3.56017, 3.31769, -3.62139)
H (-2.32337, 4.40892, -4.22542)
H (-2.83606, 3.80886, -1.26946)
H (-1.61152, 4.91939, -1.88559)
H (-0.49315, 3.05154, -3.07792)
H (-1.75462, 1.94250, -2.54937)
H (-1.13847, 2.50798, -0.15314)
H (0.20612, 3.46338, -0.76472)
H (1.83221, 1.74199, 0.79649)
H (1.76452, 1.47973, -3.37998)
H (2.85529, 0.40990, -2.52196)
H (4.12295, 2.31386, -2.82639)
H (3.60831, 2.50141, -1.15442)
H (2.09609, 4.25832, -1.70428)
H (1.97219, 3.73237, -3.38454)
H (4.45211, 5.00618, -2.13685)
H (3.29629, 5.81462, -3.19550)
H (4.27996, 4.48561, -3.81888)
C (-0.90999, -2.51106, 3.17281)
Ge (-1.40967, -2.65610, 1.24337)
C (-3.39177, -2.38391, 1.24818)
C (-4.18926, -2.37860, 0.11237)
C (-5.55927, -2.21723, 0.20079)
C (-6.16552, -2.06601, 1.43535)
C (-5.38941, -2.08091, 2.57795)
C (-4.02023, -2.23772, 2.47474)
C (-1.26441, -4.62168, 0.75750)
C (-0.90033, -5.54319, 1.70453)
C (-0.82132, -6.90910, 1.40211)
C (-1.11823, -7.35810, 0.14681)
C (-1.48742, -6.45153, -0.86605)
C (-1.76948, -6.87229, -2.18362)
C (-2.05965, -5.97036, -3.16811)
C (-2.09490, -4.59534, -2.87876)
C (-1.83698, -4.16555, -1.60395)
C (-1.53767, -5.06522, -0.56102)
H (-1.08892, -3.43784, 3.70807)
H (-1.49045, -1.73270, 3.65781)
H (0.14397, -2.24168, 3.31079)
H (-3.74940, -2.49190, -0.86643)
H (-6.15264, -2.21067, -0.70253)
H (-7.23497, -1.93997, 1.51588)
H (-5.84720, -1.97839, 3.55301)
H (-3.44202, -2.25327, 3.38542)
H (-0.66670, -5.23127, 2.71459)
H (-0.51864, -7.60137, 2.17581)
H (-1.04938, -8.40956, -0.09463)
H (-1.74233, -7.93242, -2.39385)
H (-2.24180, -6.29276, -4.18152)
H (-2.33527, -3.88512, -3.66967)
H (-1.83519, -3.09912, -1.37636)
F (-4.68693, 2.19248, 1.95498)
C (-3.62025, 1.45597, 1.56324)
C (-3.55880, 0.95488, 0.27920)
C (-2.45744, 0.20845, -0.09357)
C (-1.36887, -0.04043, 0.76005)
C (-1.51261, 0.47408, 2.05371)
C (-2.60460, 1.21021, 2.46461)
H (-4.35697, 1.14330, -0.41951)
H (-2.48384, -0.19143, -1.10292)
H (-0.74993, 0.29955, 2.80060)
H (-2.66276, 1.58501, 3.47613)

The molar mass is 1499.83 u. As for the multiplicity: 2. The value obtained for the energy above the lowest of the compared OMol25 structures with the same formula, charge and spin is 380.3 kJ/mol. As for the expectation value of S²: 0.76. As for the charge: -1. The total energy is -543545.9726 eV.

Atom charges from the Mulliken analysis, given in e for atoms 1 to 4:
1. Mo -0.387
2. O -0.592
3. C 0.608
4. S -0.170

***

molar mass of number 1 (C5H6O2)? 98.10 u